# 1
C15H20N2O2S as an isolated structure at a distorted geometry. Source: the Open Molecules 2025 dataset; level of theory: the ωB97M-V functional and the def2-TZVPD basis.

ORCA input file:
```
! wB97M-V def2-TZVPD RIJCOSX def2/J DEFGRID3
* xyz 0 1
C 1.801 1.707 1.722
C 2.793 0.483 1.495
H 2.230 -0.326 1.309
H 3.377 0.338 2.307
S 3.737 0.524 -0.108
O 2.974 1.357 -0.926
O 4.895 1.069 0.654
N 3.952 -0.864 -0.573
H 4.896 -0.964 -0.781
C 3.108 -1.420 -1.496
C 1.633 -1.318 -0.879
C 0.628 -0.457 -1.235
C -0.483 -0.848 -0.616
C -0.737 -1.681 0.391
C 0.193 -2.760 0.452
C 1.351 -2.634 0.076
H 2.231 -3.499 0.165
H -0.033 -3.638 1.310
N -1.921 -1.525 0.782
C -2.611 -0.438 0.448
C -1.732 0.129 -0.583
C -2.096 1.507 -1.050
C -3.200 2.196 -0.506
C -4.396 1.127 -0.203
H -4.547 0.769 -1.577
H -5.154 1.614 -0.059
C -3.939 -0.180 0.646
H -3.928 0.595 1.625
H -4.750 -0.853 0.741
H -2.878 2.445 0.484
H -3.521 3.022 -1.235
H -2.215 1.179 -2.387
H -1.080 2.115 -1.147
H -2.506 -2.399 1.451
H 0.916 0.220 -1.771
H 3.487 -2.139 -1.790
H 3.067 -0.670 -2.504
H 1.075 1.619 2.752
H 1.145 1.870 0.747
H 2.240 2.727 1.869
*
```

Output
Electronic energy   -33774.60820 eV
ΔE to the lowest compared entry with this formula, charge and spin   395.22 kcal/mol
Frontier orbital gap   8.0 eV

Löwdin atomic charge list, values in e, 2 entries: -0.113, -0.236

---

# 2
C4H11NO as an isolated structure at a distorted geometry. Source: the Open Molecules 2025 dataset; level of theory: the ωB97M-V functional and the def2-TZVPD basis.

ORCA input file:
```
! wB97M-V def2-TZVPD RIJCOSX def2/J DEFGRID3
* xyz 0 1
C 0.128 -0.088 0.660
C 0.305 -1.539 0.251
C 1.445 0.643 0.875
H -0.416 -0.061 1.617
H -1.206 0.444 0.330
H 2.125 0.092 1.532
H 1.287 1.622 1.335
H 1.997 0.798 -0.056
H -0.655 -2.032 0.068
H 0.818 -2.112 1.028
H 0.906 -1.618 -0.660
C -0.443 0.876 -1.030
O -2.168 1.052 -0.140
N -0.470 0.248 -2.103
H -2.694 0.473 -0.712
H -0.861 -0.688 -2.112
H -0.100 1.891 -0.881
*
```

Output
Electronic energy   -7859.90706 eV
ΔE to the lowest compared entry with this formula, charge and spin   107.15 kcal/mol
Frontier orbital gap   9.7 eV

Löwdin atomic charge list, values in e, 2 entries: -0.353, -0.116

---

- What is the electronic energy in the first record?
  -33774.60820 eV